Entry 1:
The following is a DFT calculation (ωB97M-V/def2-TZVPD) of a molecular structure, C37H40BClCsF9N8O5S2 at a distorted geometry.

Geometry as XYZ:
```
104
Properties=species:S:1:pos:R:3:forces:R:3
H 2.566303 4.418508 -0.946548 0.08 0.02 -0.04
H 0.826127 -3.535977 -4.827332 0.01 -0.01 -0.02
H 2.682835 1.628944 5.318835 0.00 0.00 -0.01
F -5.439328 2.847119 0.416868 -0.20 -0.12 -0.03
H 2.958031 -3.054257 6.168408 0.00 -0.01 0.00
O -1.928108 0.993712 -4.328950 -0.10 0.09 0.11
C 3.332335 3.732009 -1.285488 0.04 0.00 -0.01
H -0.604069 2.392656 4.455673 -0.02 0.02 0.01
F -7.661970 1.847316 3.404276 0.21 -0.02 0.02
C 0.770204 2.421017 1.589605 0.09 -0.01 -0.08
H -0.406120 2.495082 -0.215147 0.03 -0.04 0.01
N 2.751836 -0.466583 -2.409281 -0.20 0.00 0.05
C 4.531836 4.218172 -1.792616 0.01 -0.02 -0.01
O -1.456413 1.576981 -2.090096 0.20 0.17 -0.28
H -3.730358 -3.117854 3.823405 0.02 0.01 -0.03
C -0.310225 -1.142264 -5.222834 0.08 -0.16 -0.03
H 1.811228 0.089013 -5.582993 -0.01 0.02 0.01
C 5.508667 3.329443 -2.214926 0.00 -0.01 0.01
H 3.830077 2.411703 4.213320 0.01 0.00 0.01
C 4.081102 1.467172 -1.624368 0.06 0.01 -0.03
C 0.388132 -1.661946 -7.600389 -0.01 -0.02 -0.02
C 1.968744 -3.962889 0.986624 0.05 -0.01 0.00
H -0.664579 -0.202620 -5.643850 0.08 -0.07 -0.06
B 0.662497 -0.287479 4.028415 -0.04 0.07 -0.04
C 1.529588 -3.707896 -8.146717 -0.01 0.01 0.01
H -3.857217 0.595183 4.921249 0.16 -0.06 0.00
H 3.023750 -4.362434 3.818083 -0.01 0.01 0.00
C 1.476430 -4.082305 -6.807603 0.00 -0.01 0.00
C 5.278595 1.961147 -2.130874 -0.01 0.01 0.00
H 0.900754 3.670091 -0.150727 -0.15 -0.03 0.10
C 0.881158 -3.251520 -5.872691 0.02 0.02 -0.04
C 2.965537 -0.378240 -3.839569 0.00 -0.03 -0.09
C 0.143843 3.159328 0.449275 -0.05 0.09 0.02
H -4.158516 -2.032544 2.484106 -0.02 -0.02 0.02
Cl -2.515482 1.307847 -3.044223 0.02 0.23 -0.23
H 4.747715 -0.546829 -1.872543 -0.01 -0.01 0.00
H 1.112136 -0.013195 5.122184 -0.05 0.02 -0.01
C 3.839709 -0.022818 -1.555018 0.06 -0.02 0.02
N -1.595163 -1.434768 3.660874 0.03 0.02 0.06
H 6.042298 1.263739 -2.460751 0.00 0.01 0.00
N 0.241203 1.300529 2.056714 -0.13 0.11 0.17
N -0.867910 -0.384746 4.114073 -0.06 -0.17 0.06
H 1.433264 1.110477 -4.176226 0.00 0.01 0.01
H 1.459098 -3.410787 0.197380 -0.01 0.03 -0.01
H -1.161680 -1.640542 -4.767932 -0.08 0.02 0.03
H -0.552082 3.923252 0.806727 -0.01 -0.01 0.00
F -7.560768 2.819500 0.857974 0.14 -0.06 -0.08
F -5.722158 2.786489 3.131808 -0.09 -0.17 0.07
H 1.490237 -4.941821 1.072979 0.01 0.00 0.03
C 2.438011 -3.501468 3.532259 0.04 -0.05 -0.02
C -6.490468 2.030639 0.577731 -0.02 0.03 -0.07
S -0.566681 -2.473350 -2.453149 0.27 0.08 0.05
C 0.328246 -2.030302 -6.262834 0.01 -0.04 0.06
O -3.365369 2.459687 -3.166294 0.03 0.00 -0.03
C 0.983417 -2.496766 -8.541206 0.00 0.01 0.02
F -7.318094 -0.951467 2.644228 -0.03 0.11 -0.23
H 1.995805 -4.359463 -8.875946 0.00 0.01 0.00
H 3.601207 -0.327060 -0.536250 -0.02 0.01 0.00
C -1.129900 1.827581 5.228929 -0.01 0.01 0.01
N 1.324539 -1.602246 3.589983 -0.05 -0.03 -0.06
F -5.859639 0.830296 4.046336 -0.26 0.20 -0.18
F -6.735112 1.453270 -0.615191 0.05 0.16 0.18
N 1.020741 0.910287 3.091845 0.12 -0.11 0.06
C 1.929339 2.761314 2.312782 -0.07 0.01 0.02
C -2.860274 -1.157983 3.948643 0.05 0.06 0.01
C 1.889390 -3.194679 2.267883 -0.10 0.08 0.05
C -6.177385 0.937979 1.665964 0.16 -0.06 -0.11
C -7.262230 -0.191570 1.526217 -0.04 -0.12 0.00
H 4.702706 5.286061 -1.855859 0.00 0.00 0.00
S 1.061797 -0.447661 -0.369063 -0.15 -0.10 0.21
C 3.102373 1.605521 4.310936 -0.05 -0.08 0.00
O -4.961384 0.463429 1.503683 -0.98 0.13 0.44
H -0.422427 1.652181 6.044129 0.01 0.00 0.00
H 1.898080 -5.029558 -6.493109 0.00 0.01 0.00
C 1.500911 -0.724797 -1.906124 0.39 0.11 -0.09
H -4.897881 -1.796563 4.050860 0.02 -0.01 0.01
C 2.044087 1.770266 3.269321 0.10 0.06 -0.17
C 0.530280 -1.313588 -2.900737 -0.47 -0.14 -0.45
H 3.624936 0.652591 4.197229 -0.01 0.00 0.02
F -8.524198 0.267406 1.309405 0.18 -0.14 0.03
H 2.589391 3.601734 2.159179 0.00 -0.01 0.01
H 2.175464 1.990298 -0.788835 0.07 -0.01 -0.04
H 3.773107 0.331083 -4.028169 0.00 0.03 0.02
C 2.050566 -2.456944 4.345702 -0.04 0.01 0.02
C -1.665372 0.545329 4.683661 0.02 -0.04 -0.07
F -6.967198 -1.014008 0.510826 -0.12 0.13 0.21
Cs -2.704593 0.292030 0.236601 0.93 -0.38 0.67
H -0.037715 -0.713267 -7.908406 0.00 0.00 0.01
H 1.380416 -2.277061 6.376247 0.01 0.01 0.00
C 1.694669 0.097449 -4.498680 -0.06 -0.02 0.05
C 2.309766 -2.256236 5.803608 -0.01 0.00 0.01
H 3.008358 -4.129038 0.684560 -0.04 0.01 0.00
H 6.447551 3.697470 -2.611688 -0.01 0.00 0.00
C -2.962121 0.085311 4.602796 -0.04 0.07 0.02
O -3.278298 0.181596 -2.560824 -0.16 -0.10 -0.48
H -1.950815 2.437856 5.605809 -0.01 0.00 0.01
N 1.220323 -2.056903 2.323328 0.12 0.06 -0.08
C 3.104697 2.367591 -1.199686 0.00 0.00 -0.01
H 2.789165 -1.296355 6.004118 0.01 -0.02 -0.01
H 1.022258 -2.195122 -9.581240 0.00 0.00 0.01
N 0.632738 -0.835814 -4.156076 0.04 0.11 0.12
H 3.252771 -1.347660 -4.266900 0.03 -0.01 0.03
C -3.969242 -2.085850 3.558076 0.02 0.05 -0.01
C -6.363832 1.602405 3.074225 -0.05 0.02 0.07
```
Forces are in eV/Å.

The HOMO-LUMO gap comes out at 0.250 hartree. For the HOMO energy, the calculation gives -3.2368 eV. For the relative energy (zero: lowest compared OMol25 entry of this formula, charge and spin), the calculation gives 115.7 kJ/mol. As for the total charge: -2. Its total energy is -121052.03947 eV.

***

Entry 2:
The following is a DFT calculation (ωB97M-V/def2-TZVPD) of a single C4H9N3O4 molecule at a distorted geometry.

Geometry as XYZ:
```
20
Properties=species:S:1:pos:R:3:forces:R:3
C -0.624138 0.778343 0.068319 0.34 -1.27 0.67
C -0.755509 -0.000253 2.470922 -0.88 0.72 0.91
H -0.167439 -1.540593 1.712930 0.37 -1.60 -1.96
H 0.349295 -2.223146 -0.863473 0.51 0.39 0.03
H -0.037751 1.643532 0.222068 -0.21 1.39 0.43
N 1.574483 1.005351 -1.824771 2.54 2.07 -0.48
C -1.579810 0.329616 1.150039 3.56 3.12 3.83
O 2.184125 1.359091 -3.078676 -1.09 -1.45 -0.27
H -1.177862 0.824101 -0.800352 -1.19 0.64 -2.15
O 0.696233 -0.986537 -2.533157 0.88 0.05 -0.70
H 2.843104 2.089028 -3.030009 -0.98 -0.65 1.28
O -0.317597 -1.247929 2.588293 0.16 0.60 1.77
H -0.970292 -1.544162 -0.223590 0.00 -0.77 -0.20
H -2.058421 -0.501393 0.857100 -2.30 -2.69 -0.84
H -2.167730 1.113114 1.624184 -0.62 0.08 -1.02
C 0.435465 -0.256139 -0.158056 1.22 -0.75 -3.08
N 1.044389 -0.108584 -1.745403 -2.12 0.31 0.89
H 1.326851 0.109952 0.278118 1.05 -0.80 1.25
O -0.633189 0.777787 3.391649 -0.23 -0.30 -1.12
N 0.035793 -1.621178 -0.106133 -0.99 0.91 0.76
```
Forces are in eV/Å.

The SMILES is N[C@H](CCC(=O)O)/[N+]([O-])=N/O. The HOMO-LUMO gap comes out at 0.390 hartree. For the HOMO energy, the calculation gives -10.0890 eV. For the relative energy (zero: lowest compared OMol25 entry of this formula, charge and spin), the calculation gives 97.4 kJ/mol. As for the total charge: 0. Its total energy is -16949.34676 eV.

***

Entry 3:
The following is a DFT calculation (ωB97M-V/def2-TZVPD) of 2 unconnected molecules or ions with the total composition C5H7NO at a distorted geometry.

Geometry as XYZ:
```
14
Properties=species:S:1:pos:R:3:forces:R:3
C 1.829830 -0.892600 -0.174807 0.21 0.86 0.19
H 0.429482 1.637592 -1.453502 -0.06 -0.18 0.09
C -0.827178 0.932241 0.255198 -0.36 0.14 -0.61
C -1.185130 -0.540226 0.237309 0.00 -0.17 0.03
H 1.131312 0.573292 1.575374 -0.12 0.19 0.64
H -0.724510 -1.199833 0.976962 -0.14 0.31 0.21
H -0.712720 -0.963982 -2.009650 -0.02 -0.04 0.22
O 0.933424 -1.545950 -0.819804 -0.90 1.16 -0.25
H -1.156666 1.733944 0.913931 0.10 -0.16 -0.27
H -2.263422 -0.729756 0.197678 0.24 -0.20 -0.29
H 0.481573 0.817845 1.843793 0.33 0.01 0.66
C -0.110662 0.895352 -0.876810 0.01 -0.03 0.05
N 2.520942 -0.151576 0.399501 0.04 -1.12 -0.73
C -0.346280 -0.566349 -1.065178 0.67 -0.77 0.08
```
Forces are in eV/Å.

The SMILES is N#CO[C@@H]1C=CC1.[H][H]. The HOMO-LUMO gap comes out at 0.393 hartree. For the HOMO energy, the calculation gives -10.1373 eV. For the relative energy (zero: lowest compared OMol25 entry of this formula, charge and spin), the calculation gives 439.7 kJ/mol. As for the total charge: 0. Its total energy is -8831.64551 eV.